# C33H46AsCeF10N5OS

C33H46AsCeF10N5OS as an isolated structure (wB97M-V/def2-TZVPD, OMol25).

The energy relative to the best compared isomer or geometry (same formula, charge and spin) comes out at 0.00 kJ/mol. Its charge is +2. The value obtained for the electronic energy is -5741.381700 Ha. The highest occupied orbital energy (spin up / spin down) is -13.4 / -13.4 eV. The lowest unoccupied orbital energy (spin up / spin down) comes out at -6.990 / -6.979 eV.

Last column: Löwdin charge in e.
Atoms and positions in Å:
C: -0.71955 2.60804 -1.01637  -0.372
C: 2.79886 3.38724 3.59815  -0.560
N: 1.83875 0.97417 0.11401  0.016
H: 0.09238 3.11697 -4.12885  0.105
C: -1.96837 -2.29987 -3.76196  -0.498
N: 0.74835 -1.37943 0.19921  0.018
C: -2.27430 -2.09713 -5.08711  -0.208
C: -0.28018 4.07007 -1.23017  -0.601
H: 3.57779 1.44187 -2.99137  0.126
C: 1.21652 -0.93474 1.35141  -0.197
H: -1.31856 -2.95324 4.10174  0.095
H: 1.65047 2.13637 4.93077  0.077
C: 1.71548 4.50228 3.70563  -0.010
H: 1.87578 -4.22968 5.43614  0.110
H: 0.70351 4.08407 3.69441  0.099
N: 2.15438 -0.77271 -2.36353  -0.119
C: -3.55591 -2.34388 -5.63508  -0.099
As: -3.22734 -0.16996 0.31171  1.122
N: -1.27973 0.96307 -3.86563  0.005
H: 4.95380 3.24448 3.36185  0.108
H: 3.17747 1.60017 4.96010  0.096
H: -0.12014 -4.48852 1.14860  0.101
H: 0.26421 0.32693 -5.11713  0.099
F: -5.33183 -3.06502 -2.56959  0.134
F: -2.10825 2.68474 -1.37233  -0.022
C: -3.27270 1.31666 1.54278  -0.155
H: -0.48721 -3.62047 5.54252  0.109
C: -0.26175 1.27871 -4.92305  -0.155
H: 3.10696 3.97743 1.05241  0.132
C: -4.33733 -2.83008 -3.42339  -0.172
H: 2.41907 -3.10045 4.18639  0.060
F: 1.01200 4.25484 -1.00848  0.158
H: -2.56039 1.05853 2.32624  0.053
C: 0.26929 -2.64228 0.15228  -0.080
F: -0.51487 4.40473 -2.52397  0.130
C: 2.63320 -0.36194 -3.70708  -0.193
C: 2.40835 2.16731 0.03319  -0.103
C: 0.73787 -3.07088 2.42815  -0.131
F: -3.83632 -2.20452 -6.92759  0.145
C: 1.72917 0.44612 1.31379  -0.186
H: 2.59940 -4.81884 3.99067  0.089
C: 2.61513 3.00710 1.11690  0.039
H: 4.32503 4.41087 4.54900  0.117
C: 0.53167 -3.89372 3.64585  -0.533
H: 1.88308 -1.77642 -2.31155  0.064
H: -3.82795 -2.57833 0.77051  0.076
H: -4.50928 0.84519 -1.55355  0.059
F: -0.75050 2.40704 0.33309  0.021
H: 1.85108 0.73132 3.42752  0.102
H: -4.16302 -1.58496 2.13050  0.036
C: 1.23529 -1.74001 2.46071  0.072
O: -1.85552 -0.13072 -0.63277  -0.599
C: -3.38257 -1.76196 1.42957  -0.150
H: 1.80479 -0.67783 -4.37185  0.095
H: -2.88618 2.20544 1.02619  0.036
H: 0.73273 -6.05306 2.82863  0.107
H: 2.80911 3.11151 5.79782  0.109
C: 2.38804 2.51815 2.40754  -0.110
F: -5.84037 -2.97272 -5.21090  0.163
H: 0.11750 -2.12178 4.81617  0.082
C: 1.95090 1.20289 2.46331  0.079
H: 1.64786 -1.33563 3.36717  0.113
C: 0.74528 2.31261 -4.37485  -0.192
C: 2.64729 2.55694 4.85561  -0.073
S: -0.39558 -2.08080 -3.10431  0.812
H: 1.80469 5.19244 2.86869  0.090
C: -3.06190 -2.68772 -2.94565  -0.207
C: 0.19571 -3.49264 1.22442  0.041
C: 1.92102 -4.04289 4.33488  -0.032
C: -4.60522 -2.76976 -4.77278  -0.112
H: 1.37745 2.65191 -5.18602  0.134
H: -1.85905 1.74592 -3.74181  0.083
H: 1.93863 4.99904 4.60479  0.076
H: 2.64174 2.46881 -0.99685  0.107
H: -2.40977 -1.95199 1.84507  0.018
H: -0.13499 -2.81378 -0.79534  0.021
N: 1.54491 1.82976 -3.28104  -0.106
C: -0.32705 -3.08355 4.58676  -0.035
H: -5.65791 -0.30973 -0.65808  0.089
Ce: 0.04664 0.26764 -1.67223  1.039
H: -0.78407 1.56113 -5.78626  0.119
F: -1.24888 -1.61542 -5.85837  0.056
C: 0.03627 -5.37649 3.38120  -0.029
F: -2.85795 -2.71956 -1.59981  0.037
F: -0.97289 4.90593 -0.47941  0.196
H: 3.09530 1.48933 -4.75425  0.153
H: 3.60005 -0.89848 -3.94589  0.156
H: -0.21579 -5.86070 4.33776  0.098
H: -4.37715 -0.93706 -1.77586  0.003
C: -4.60461 -0.14657 -1.06088  -0.146
H: -1.83242 0.24552 -4.27701  0.058
H: 1.91082 2.73313 -2.94494  0.121
H: -4.26026 1.42599 1.95641  0.053
H: 4.25149 4.71274 2.73351  0.072
H: 2.85104 -0.57586 -1.64202  0.109
C: 2.81285 1.14502 -3.71576  -0.145
C: 4.16354 4.00036 3.52120  -0.031
H: -0.88436 -5.35476 2.79978  0.068

=====

# C33H46BN9O4PtSSi

C33H46BN9O4PtSSi as an isolated structure (wB97M-V/def2-TZVPD, OMol25).

The energy relative to the best compared isomer or geometry (same formula, charge and spin) comes out at 0.00 kJ/mol. Its charge is +2. The value obtained for the electronic energy is -2910.171892 Ha. The highest occupied orbital energy (spin up / spin down) is -12.5 / -13.1 eV. The lowest unoccupied orbital energy (spin up / spin down) comes out at -6.173 / -9.645 eV. As for the multiplicity: 5. As for the expectation value of S²: 6.05.

Last column: Löwdin charge in e.
Atoms and positions in Å:
H: -4.01262 -2.59762 0.64203  0.076
H: 5.23189 -0.90042 1.85365  0.145
H: -7.08531 4.40759 -0.22406  0.100
C: 7.15757 3.50577 2.38631  0.034
C: -6.70536 2.48947 -2.21314  -0.022
H: -7.65114 0.68016 -0.38877  0.091
H: 7.61033 4.43284 2.71401  0.138
H: -4.11480 -3.24440 -1.97260  0.097
H: -7.26683 1.60094 1.08287  0.094
C: 2.29772 7.98116 -2.68083  -0.011
C: -6.41122 2.42901 -0.72721  -0.607
C: 7.50057 2.30308 2.97856  -0.008
N: 5.61461 6.67931 -0.03830  0.157
C: -0.47917 3.21163 1.12646  -0.182
H: -6.89779 -1.10104 -3.27455  0.089
C: 5.78278 4.72467 0.75125  -0.159
O: -5.13337 1.71624 -0.56779  -0.140
H: 2.43727 0.30180 -2.28188  0.121
C: -0.44341 5.89603 -1.08791  -0.050
H: 8.23111 2.28429 3.77508  0.129
H: 0.89074 -4.75826 0.35067  0.018
N: -0.23583 2.48036 0.00069  -0.123
N: 4.07804 0.02859 -1.00827  0.143
H: -0.05267 3.19346 -2.01895  0.154
H: -6.51668 -2.40629 0.36820  0.080
H: -7.46802 -1.49600 1.56004  0.095
C: -4.12466 -2.38358 1.70798  -0.025
C: -6.13163 -1.87709 -3.24193  -0.009
N: -0.42969 4.58471 -0.44691  -0.120
C: 5.95808 1.11387 1.53368  -0.155
H: -6.85889 1.48822 -2.62071  0.075
S: -2.53229 0.29012 -0.17577  0.580
H: -5.09720 0.68268 -3.40944  0.066
H: -3.41215 0.25636 -3.03647  0.070
H: -7.61344 3.06691 -2.38884  0.103
C: 0.93690 6.41721 -1.42506  -0.164
H: -3.54301 -2.78756 -3.58153  0.103
H: -3.22123 -1.88815 2.07037  0.085
B: 1.31104 -4.05414 -0.54189  -0.395
H: 2.50403 -3.82733 -0.45752  0.011
C: -7.50440 1.68468 0.02209  -0.023
N: 4.10548 0.00762 0.34567  -0.129
N: 0.14618 -1.62355 -0.23884  -0.110
C: 0.61202 -2.67732 -0.37330  -0.204
H: 6.03057 -0.64877 0.30577  0.149
C: -4.83934 -1.33545 -2.66396  -0.610
H: -0.92735 6.55357 -0.36710  0.147
H: -5.37749 4.31765 -0.67918  0.087
N: -0.59278 4.49299 0.89591  0.146
C: 5.60778 2.31133 0.93718  0.061
N: 6.36533 5.88479 0.56002  0.159
H: 7.17250 0.19060 3.04316  0.138
C: 2.89087 0.25126 0.83418  -0.123
C: -6.61524 -2.16347 1.42656  -0.012
C: -3.77111 -2.41008 -2.58448  -0.014
H: -5.96370 -2.23873 -4.25642  0.101
C: 3.29885 6.57289 -1.03368  -0.117
C: 1.06860 7.40059 -2.40366  0.021
H: 2.65818 0.26850 1.88724  0.150
C: 6.89840 1.12238 2.56202  0.035
H: -1.07251 5.85306 -1.97545  0.141
H: -5.90648 3.73448 0.91068  0.095
C: -0.22284 3.38177 -0.97092  -0.113
C: 4.47251 6.10950 -0.33240  -0.161
H: -6.81746 -3.08512 1.97276  0.102
H: -6.50079 -2.70505 -2.63691  0.096
H: 0.19371 7.73072 -2.95187  0.135
N: 2.04464 0.43208 -0.16487  -0.047
H: -8.44886 2.21948 -0.07943  0.106
C: -5.34929 -1.52248 1.96528  -0.604
H: -5.88330 2.96671 -2.74848  0.095
C: 2.06226 5.99541 -0.73758  0.057
C: -4.35804 -0.11925 -3.43719  -0.020
C: -6.17881 3.80737 -0.14255  -0.020
Si: -4.84151 0.18153 -0.22066  0.002
H: -6.34130 -0.50979 3.58747  0.094
C: 3.42646 7.57322 -1.99335  0.030
O: 4.54725 4.85586 0.19208  0.152
H: 1.98430 5.24410 0.03894  0.129
H: 4.89168 2.32765 0.12519  0.128
H: 4.39239 8.01108 -2.21076  0.138
H: -4.18918 -0.39541 -4.47836  0.105
H: 0.97996 -4.46430 -1.63391  0.018
H: 2.37541 8.74750 -3.43928  0.129
C: -5.48928 -1.17162 3.43159  -0.018
C: 5.37015 -0.18997 1.04034  -0.046
C: 6.20211 3.49597 1.37280  -0.113
C: 2.81842 0.26574 -1.27439  -0.190
Pt: -0.35720 0.31216 -0.15458  0.797
H: -0.56186 2.78236 2.11119  0.125
H: -4.21824 -3.33625 2.22961  0.105
O: -5.14922 -0.95130 -1.28756  -0.120
H: -2.84736 -2.01858 -2.15028  0.070
H: -4.58918 -0.67594 3.79648  0.091
O: -5.15034 -0.23308 1.28282  -0.125
H: -5.64586 -2.07877 4.01547  0.100

=====

# C33H46BiNO7S

C33H46BiNO7S as an isolated structure (wB97M-V/def2-TZVPD, OMol25).

The energy relative to the best compared isomer or geometry (same formula, charge and spin) comes out at 53.38 kJ/mol. Its charge is +2. The value obtained for the electronic energy is -2478.757186 Ha. The highest occupied orbital energy is -13.2 eV. The lowest unoccupied orbital energy comes out at -4.892 eV.

Last column: Löwdin charge in e.
Atoms and positions in Å:
C: -2.07838 3.91538 3.33046  -0.037
H: -3.43581 -0.78765 5.99232  0.096
H: -3.50577 4.37361 -3.81306  0.113
H: 1.69024 -3.48222 -0.01750  0.116
O: -1.14893 1.54937 0.78966  -0.324
H: -2.19523 0.43943 -3.12026  0.068
H: -2.98487 4.20013 3.84937  0.119
C: -3.88259 -1.10915 3.92075  -0.244
H: -2.15911 2.17912 -1.29506  0.069
C: -4.49979 0.21059 1.99142  -0.096
H: -0.17968 -4.46273 -1.19964  0.139
C: 0.24759 3.15680 1.98849  -0.085
H: -1.37079 1.43966 -4.34570  0.113
H: -0.81377 4.93464 -3.41346  0.116
H: 0.39181 -2.37609 2.52600  0.127
C: 1.50513 2.78661 1.37710  -0.311
H: -3.83143 3.09322 -5.01183  0.112
C: 1.68853 2.23480 -2.34098  -0.136
H: -3.97511 -2.38444 -0.79018  0.066
C: 3.07513 -0.99873 -2.37229  -0.160
C: -2.32697 1.19438 -3.89164  0.019
H: 3.44108 -2.38635 -0.26375  0.124
C: -0.11726 4.14566 -3.15444  -0.042
H: -0.84578 5.35764 4.35995  0.116
C: -3.11225 3.48272 -4.29582  0.019
O: 2.82655 -0.56948 -1.03151  -0.240
H: 2.57424 4.64743 1.43207  0.103
H: -4.47984 -1.37692 -2.18031  0.059
C: 1.21487 4.27658 -3.51210  -0.048
C: -2.75864 -1.46002 1.79942  -0.049
S: -3.46530 -0.07791 -0.47565  0.966
C: 0.25447 4.19334 2.95049  -0.013
O: -0.25847 -2.80394 0.04091  -0.207
C: -3.54905 -0.46968 1.24229  -0.426
H: -2.32882 -2.54417 3.59060  0.121
H: 1.93801 -1.71361 -4.05613  0.145
C: 1.77070 -1.40929 -3.01632  -0.188
H: 1.54259 5.13809 -4.07732  0.118
C: 2.74820 3.58819 1.61599  0.018
H: -3.75536 -2.47002 5.58106  0.086
C: -0.15400 -2.64862 -2.36218  -0.192
C: -0.98125 2.50325 1.69881  -0.288
H: 2.43695 1.53605 -1.98240  0.074
H: -2.01705 -1.98113 1.20359  0.096
H: 3.77005 -1.84048 -2.37006  0.139
H: 1.18431 4.69526 3.17432  0.114
C: -2.93309 -1.76598 3.13952  -0.009
C: -4.43930 -1.44853 -1.09434  -0.195
H: -3.77483 2.21117 -2.85534  0.170
H: 4.61739 -1.07308 -0.11327  0.146
C: 1.25176 -2.49500 1.86678  -0.150
N: -2.86550 2.43405 -3.26101  -0.163
H: -5.08624 -1.31335 5.68425  0.088
H: 3.53782 -0.18505 -2.93667  0.131
H: 2.04805 -2.97948 2.43957  0.138
C: -0.61258 -3.45965 -1.16918  -0.159
H: -0.41642 -3.15762 -3.29824  0.143
H: -0.67215 -1.67617 -2.35597  0.081
H: 0.61753 -4.36830 1.07947  0.143
H: 3.22232 0.08862 1.51561  0.118
Bi: 0.18296 0.39300 -0.37846  2.032
C: 2.12021 3.30527 -3.11352  -0.048
C: 0.87110 -3.37279 0.69338  -0.168
C: 3.55097 -1.31931 -0.05598  -0.159
C: -0.87902 4.57146 3.62005  -0.058
C: -4.05120 -1.44332 5.37307  -0.031
O: 1.64567 1.78142 0.64332  -0.153
H: -5.10935 0.98535 1.54065  0.116
C: 0.34653 2.07094 -1.98696  -0.241
H: -1.69957 -3.56416 -1.19736  0.125
O: 1.65071 -1.17572 1.50222  -0.235
H: -5.40599 0.40108 3.91883  0.126
H: 3.06672 3.48503 2.65520  0.110
C: -0.55950 3.03754 -2.43080  -0.266
C: -2.12846 2.91125 2.39219  0.003
H: 1.08006 -0.55031 -3.03347  0.095
H: 3.61041 -1.54209 2.07085  0.140
H: -3.05661 2.40539 2.16841  0.098
H: -2.46177 3.85920 -1.77598  0.145
O: 1.23515 -2.45713 -2.24398  -0.138
H: 3.53518 3.21988 0.96469  0.097
H: -2.17302 3.70244 -4.79377  0.100
O: -2.07310 -0.40768 -1.02021  -0.704
C: -2.01333 2.91431 -2.08388  -0.074
H: -5.44477 -1.36794 -0.68220  0.075
C: -4.66430 -0.11914 3.32630  -0.017
H: 3.16683 3.39540 -3.37363  0.117
C: 3.04865 -0.96940 1.32642  -0.169
H: -3.02991 0.86621 -4.65374  0.114